60
Properties=species:S:1:pos:R:3:lowdin_charge:R:1 method="wB97M-V/def2-TZVPD" largest_force_ev_per_a=2.6 orbital_gap_ha=0.240 lumo_ha=-0.0988 total_charge=+1
Ca 0.10 -1.03 -0.57 1.46
C -5.24 3.45 -1.31 -0.04
C -3.86 2.87 -1.03 -0.26
C -2.72 3.29 -1.69 -0.03
C -1.45 2.80 -1.39 -0.03
C -1.29 1.81 -0.45 -0.32
N -0.04 1.26 -0.16 -0.12
C 0.95 2.20 0.21 -0.24
C 0.59 3.44 0.81 -0.01
C 1.57 4.35 1.13 -0.05
C 2.93 4.19 0.85 -0.25
C 4.09 5.20 1.12 -0.04
C 3.28 2.97 0.30 0.00
C 2.31 1.96 -0.03 -0.12
N 2.83 0.81 -0.69 -0.09
C 3.91 0.82 -1.43 -0.05
C 4.23 -0.50 -1.74 -0.04
C 3.22 -1.25 -1.23 -0.17
N 2.37 -0.47 -0.49 -0.08
C -2.48 1.31 0.09 -0.14
C -3.71 1.78 -0.17 0.01
N -2.48 0.07 0.90 -0.09
C -3.02 -0.06 2.16 -0.01
C -2.87 -1.41 2.48 -0.05
C -2.36 -1.99 1.34 -0.18
N -2.09 -1.12 0.38 -0.05
H -5.34 4.29 -0.64 0.08
H -6.08 2.78 -1.23 0.07
H -5.35 3.86 -2.32 0.08
H -2.88 4.01 -2.48 0.12
H -0.57 3.19 -1.92 0.14
H -0.50 3.70 0.79 0.13
H 1.21 5.31 1.51 0.12
H 4.02 6.26 0.96 0.06
H 4.99 4.76 0.64 0.07
H 4.30 5.23 2.21 0.08
H 4.36 2.79 0.17 0.11
H 4.35 1.80 -1.59 0.13
H 5.08 -0.84 -2.32 0.11
H 3.12 -2.32 -1.24 0.10
H -4.52 1.29 0.36 0.13
H -3.45 0.82 2.61 0.14
H -3.03 -1.91 3.44 0.11
H -2.18 -3.03 1.24 0.10
C -1.63 -5.92 -1.38 0.01
N -0.55 -5.32 -0.55 -0.04
C 0.15 -6.00 0.37 -0.03
C 1.09 -5.44 1.16 0.01
C 1.35 -4.09 0.88 -0.38
N 0.70 -3.37 -0.02 0.07
C -0.25 -3.98 -0.80 -0.54
O -0.85 -3.39 -1.68 0.01
N 2.32 -3.43 1.56 0.18
H -2.33 -5.10 -1.61 0.10
H -2.16 -6.74 -0.77 0.12
H -1.26 -6.41 -2.33 0.12
H -0.10 -7.08 0.37 0.15
H 1.67 -6.01 1.87 0.12
H 3.03 -4.01 2.02 0.13
H 2.56 -2.49 1.28 0.09

11
Properties=species:S:1:pos:R:3:lowdin_charge:R:1 method="wB97M-V/def2-TZVPD" largest_force_ev_per_a=4.1 orbital_gap_ha=0.310 lumo_ha=-0.2234 total_charge=+1
C 0.35 -0.43 0.23 -0.49
C -0.46 0.50 -0.48 0.01
N -0.26 -0.98 1.21 0.18
N 1.54 -0.85 -0.27 0.17
N -1.60 0.98 -0.16 0.24
H -0.06 0.74 -1.51 0.18
H 0.36 -1.77 1.62 0.13
H 2.21 -0.34 -0.78 0.11
H 1.86 -1.61 0.26 0.10
H -2.33 1.43 -0.83 0.21
H -2.06 0.79 0.72 0.15

93
Properties=species:S:1:pos:R:3:lowdin_charge:R:1 method="wB97M-V/def2-TZVPD" largest_force_ev_per_a=1.6 orbital_gap_ha=0.307 lumo_ha=-0.0932 total_charge=+1
Y -0.25 -0.12 0.95 1.43
N 1.88 -1.42 4.64 0.19
C 2.01 -2.66 4.07 -0.17
C 2.36 -3.89 4.60 -0.01
C 2.42 -4.95 3.73 -0.07
C 2.17 -4.78 2.36 -0.06
C 1.81 -3.56 1.83 -0.01
C 1.69 -2.48 2.70 -0.19
N 1.35 -1.15 2.49 0.10
C 1.49 -0.56 3.67 -0.24
C 1.29 0.84 3.92 -0.31
C 1.44 1.46 5.14 -0.32
S 1.04 3.11 5.04 1.10
C 0.72 2.87 3.36 -0.45
N 0.88 1.67 2.92 0.02
H 2.04 -1.21 5.61 0.17
H 2.57 -4.00 5.66 0.11
H 2.67 -5.93 4.10 0.11
H 2.27 -5.63 1.71 0.11
H 1.62 -3.46 0.77 0.09
H 1.76 1.04 6.08 0.08
H 0.39 3.71 2.78 0.07
N -0.82 2.39 0.44 0.03
C -1.08 2.96 -0.87 -0.31
C -1.19 4.34 -1.03 -0.02
C -1.44 4.88 -2.28 -0.06
C -1.58 4.05 -3.38 -0.06
C -1.48 2.68 -3.22 -0.07
C -1.22 2.12 -1.97 -0.31
P -1.06 0.30 -1.77 1.10
C -2.43 -0.17 -2.90 -0.41
C -2.25 -0.82 -4.12 -0.10
C -3.35 -1.09 -4.92 -0.07
C -4.62 -0.73 -4.51 -0.07
C -4.80 -0.09 -3.30 -0.07
C -3.71 0.19 -2.49 -0.11
C 0.42 -0.03 -2.79 -0.35
C 1.29 0.97 -3.19 -0.10
C 2.46 0.64 -3.87 -0.08
C 2.76 -0.68 -4.15 -0.07
C 1.88 -1.68 -3.77 -0.06
C 0.72 -1.36 -3.09 -0.12
H -0.12 2.97 0.91 0.05
H -1.66 2.51 1.00 0.08
H -1.09 4.98 -0.17 0.12
H -1.52 5.95 -2.39 0.11
H -1.78 4.47 -4.35 0.11
H -1.59 2.03 -4.08 0.12
H -1.26 -1.10 -4.45 0.10
H -3.20 -1.59 -5.87 0.11
H -5.47 -0.95 -5.15 0.11
H -5.79 0.18 -2.98 0.11
H -3.85 0.70 -1.55 0.10
H 1.07 2.01 -2.98 0.10
H 3.14 1.43 -4.16 0.11
H 3.67 -0.92 -4.67 0.11
H 2.10 -2.71 -3.99 0.11
H 0.05 -2.14 -2.77 0.06
C -3.09 -1.11 3.67 0.04
C -2.73 0.17 2.90 -0.44
O -1.42 0.30 2.56 -0.28
C -3.07 1.41 3.75 -0.56
F -2.58 1.31 4.99 0.16
F -2.50 2.51 3.21 0.12
F -4.38 1.68 3.87 0.18
C -3.57 0.24 1.59 -0.53
F -4.84 -0.13 1.69 0.20
F -2.99 -0.55 0.64 0.07
F -3.55 1.47 1.05 0.14
H -2.48 -1.16 4.56 0.10
H -2.86 -1.97 3.05 0.08
H -4.15 -1.10 3.94 0.10
Cl -0.25 -4.67 -1.45 0.66
C -1.43 -3.81 -0.48 -0.95
Cl -2.63 -2.99 -1.51 0.73
C -0.80 -2.65 0.28 -0.83
O -1.22 -2.39 1.42 -0.02
O 0.05 -1.94 -0.32 -0.23
H -1.95 -4.52 0.16 0.08
C 5.79 1.42 -1.67 -0.03
C 4.44 1.11 -1.12 -0.26
C 3.49 2.12 -0.95 -0.01
C 2.26 1.80 -0.42 -0.14
N 1.90 0.57 -0.04 -0.02
C 2.81 -0.39 -0.21 -0.11
C 4.07 -0.17 -0.74 0.01
H 5.73 2.22 -2.40 0.09
H 6.23 0.54 -2.13 0.09
H 6.44 1.75 -0.86 0.10
H 3.72 3.13 -1.23 0.12
H 1.53 2.59 -0.30 0.10
H 2.52 -1.39 0.07 0.09
H 4.76 -0.99 -0.84 0.12

88
Properties=species:S:1:pos:R:3:lowdin_charge:R:1 method="wB97M-V/def2-TZVPD" largest_force_ev_per_a=17.2 orbital_gap_ha=0.216 lumo_ha=-0.1326 total_charge=+1
Na -0.84 0.25 0.70 -0.10
Sn 1.98 1.51 1.10 1.61
B 0.29 0.80 2.22 -0.77
H 0.00 1.27 1.29 -0.03
H 1.13 0.12 2.17 -0.01
H 0.64 1.58 2.88 0.07
H -0.55 0.26 2.62 0.08
B 0.72 0.22 -0.33 -0.69
H 0.50 -0.73 -0.79 0.05
H 0.71 0.07 0.74 -0.02
H 1.66 0.63 -0.66 0.00
H -0.09 0.90 -0.56 0.00
C 3.74 1.63 -1.82 -0.05
C 3.23 0.24 -1.50 -0.29
N 3.33 -0.02 -0.06 -0.30
C 4.69 0.12 0.49 -0.22
C 5.69 -1.01 0.10 -0.04
C 2.63 -1.29 0.12 -0.19
C 2.33 -1.41 1.63 -0.17
H 3.10 2.40 -1.39 0.06
H 3.62 1.94 -2.85 0.10
H 4.79 1.78 -1.58 0.09
H 2.18 0.28 -1.80 0.07
H 3.79 -0.42 -2.16 0.13
H 5.11 1.07 0.17 0.10
H 4.66 0.39 1.55 0.10
H 6.74 -0.75 0.27 0.08
H 5.57 -1.96 0.63 0.07
H 5.57 -1.35 -0.93 0.07
H 3.25 -2.13 -0.19 0.14
H 1.70 -1.53 -0.39 0.12
H 3.16 -1.03 2.22 0.11
H 2.30 -2.48 1.86 0.12
H 1.38 -0.93 1.85 -0.05
C -4.25 2.95 0.81 -0.02
C -3.60 1.57 0.60 -0.24
N -2.14 1.43 0.71 -0.22
C -1.37 1.96 -0.36 -0.23
C -1.66 1.28 -1.68 -0.03
C -1.67 2.09 1.94 -0.16
C -2.34 1.31 3.17 0.00
H -5.32 2.95 0.58 0.09
H -3.75 3.76 0.28 0.08
H -4.05 3.27 1.83 0.07
H -4.06 0.83 1.26 0.09
H -3.85 1.13 -0.36 0.12
H -0.28 1.97 -0.28 0.10
H -1.58 3.03 -0.47 0.15
H -0.81 1.35 -2.36 0.11
H -2.56 1.73 -2.11 0.14
H -1.72 0.22 -1.45 0.00
H -0.58 1.99 2.01 0.03
H -1.87 3.16 2.00 0.14
H -2.30 0.22 3.07 0.06
H -1.87 1.59 4.11 0.10
H -3.39 1.59 3.24 0.09
C -4.25 -1.75 0.87 -0.01
C -3.13 -0.73 0.77 -0.26
N -1.70 -1.12 0.55 -0.20
C -1.46 -2.01 -0.55 -0.11
C -1.62 -1.22 -1.81 -0.13
C -1.23 -1.90 1.73 -0.10
C 0.31 -1.84 1.91 -0.12
H -4.40 -2.21 -0.11 0.08
H -5.10 -1.08 1.01 0.09
H -4.28 -2.55 1.61 0.08
H -3.42 -0.03 -0.01 0.07
H -3.19 -0.06 1.63 0.07
H -0.44 -2.37 -0.48 0.15
H -2.01 -2.95 -0.46 0.14
H -2.55 -0.70 -2.08 0.17
H -0.92 -0.39 -1.73 -0.03
H -1.31 -1.86 -2.63 0.19
H -1.73 -2.86 1.84 0.13
H -1.76 -1.41 2.55 0.12
H 0.35 -0.84 2.33 0.04
H 0.95 -1.87 1.03 0.06
H 0.69 -2.55 2.65 0.15
C 0.03 -0.48 -2.52 -0.20
C 0.42 -0.77 -3.94 -0.37
O -0.39 -0.94 -4.85 0.05
C 1.94 -1.04 -4.13 0.01
H -0.60 0.41 -2.56 0.05
H 0.85 -0.24 -1.84 0.05
H -0.64 -1.30 -2.28 -0.07
H 2.53 -0.57 -3.35 0.02
H 2.26 -0.52 -5.04 0.09
H 2.13 -2.11 -4.29 0.09